# 1
A 2-piece molecular cluster, C10H8O2PS2 overall, computed with ωB97M-V/def2-TZVPD.

Structure (XYZ):
```
23
C10H8O2PS2 (ωB97M-V/def2-TZVPD)
C 1.84616 2.35517 -0.17834
C 1.15736 1.65164 0.79356
C 1.17435 2.79168 -1.30880
C -1.08451 -3.64829 0.50119
C -0.19193 1.38983 0.65052
C -0.17870 2.55233 -1.45402
C -1.78797 -2.47757 0.87800
C -0.51534 -3.53372 -0.72560
C -0.87064 1.85695 -0.46572
C -1.73676 -1.49610 -0.05452
O -3.04922 1.18238 1.75327
O -2.19884 1.67346 -0.65305
P -3.18044 0.78150 0.34448
S -4.91854 0.64287 -0.52243
S -0.83056 -1.98375 -1.43190
H 2.90115 2.56104 -0.06223
H 1.67032 1.30425 1.67777
H 1.70709 3.32593 -2.08356
H -1.00835 -4.53317 1.11362
H -0.72534 0.82431 1.39316
H -0.71499 2.89246 -2.32630
H -2.31688 -2.36953 1.81077
H 0.07026 -4.24934 -1.27071
```

* lowest unoccupied orbital energy: 0.1152 hartree
* E_tot: -1674.15249 hartree
* frontier orbital gap: 8.03 eV
* net charge: -1

---

# 2
A 12-piece molecular cluster, C6H32O11 overall, computed with ωB97M-V/def2-TZVPD.

Structure (XYZ):
```
49
C6H32O11 (ωB97M-V/def2-TZVPD)
C 2.61545 2.51499 2.11919
C 1.87585 1.44741 1.85146
C 0.29285 1.56645 1.83528
C 2.36345 0.00996 1.62935
C 2.07092 -0.97060 2.53850
C 3.29892 -0.04071 0.38555
H 3.69613 2.39834 2.06735
H 2.27071 3.47310 2.28588
H -0.03122 2.59235 2.12135
H -0.11605 0.65917 2.16169
H -0.08137 1.54936 0.72737
H 2.20983 -2.06125 2.43640
H 1.62915 -0.78321 3.45833
H 3.42986 -1.00815 -0.10439
H 4.22347 0.08229 0.80814
H 3.10219 0.67727 -0.29731
O 3.37647 -0.02201 -2.33973
H 2.58986 0.52043 -2.06298
H 3.68748 0.13081 -3.20482
O -3.24860 2.60716 -2.29614
H -3.41516 2.35310 -1.38799
H -3.56157 1.82331 -2.82854
O -1.38076 -0.60312 -1.23219
H -0.63779 -0.34524 -1.77189
H -1.03106 -0.31461 -0.33431
O -1.81791 -2.08115 3.34529
H -1.54412 -2.76043 3.84619
H -1.28135 -2.17674 2.59830
O 0.95436 -1.36825 -2.26772
H 1.60180 -1.08080 -2.87338
H 0.90581 -2.39449 -2.15038
O -0.67963 2.92408 -2.11888
H -1.03038 3.81912 -2.36427
H -1.48997 2.38999 -2.12471
O -3.93594 1.60209 0.34280
H -4.20406 0.77690 0.70295
H -3.65708 2.04819 1.04521
O -4.28514 -0.87002 1.35941
H -4.25417 -1.58223 0.69595
H -3.78147 -1.23284 2.04894
O -1.34189 -3.14534 -0.31464
H -1.15427 -2.17438 -0.48894
H -1.94173 -3.44391 -1.03357
O 1.31552 1.38748 -1.30754
H 1.74838 1.80541 -0.61185
H 0.69143 2.12231 -1.68251
O 1.48246 -3.87588 -1.01562
H 1.84847 -3.14981 -0.62809
H 0.96210 -4.31867 -0.45053
```

* lowest unoccupied orbital energy: 0.0111 hartree
* E_tot: -1075.32618 hartree
* SMILES string: C=C(C)C(=C)C.O.O.O.O.O.O.O.O.O.O.O
* frontier orbital gap: 9.42 eV
* net charge: 0

---

# 3
A 2-piece molecular cluster, C4H9O3 overall, computed with ωB97M-V/def2-TZVPD.

Structure (XYZ):
```
16
C4H9O3 (ωB97M-V/def2-TZVPD)
O -2.05108 0.21005 -1.99006
C -0.87389 -0.15825 -2.08333
C 0.11867 -0.13846 -0.97729
C -0.23368 0.86623 0.09630
C 0.97523 1.09578 1.01473
O 1.43471 -0.01423 1.63054
H -0.52622 -0.70256 -2.98238
H -0.64678 -1.07115 -0.96947
H 1.14215 -0.44700 -1.13447
H -1.09036 0.50260 0.68027
H -0.58984 1.78976 -0.37289
H 0.71076 1.91603 1.72106
H 1.75672 1.54641 0.32670
H -0.86275 -1.97274 1.78641
H 0.66011 -1.27845 1.65237
O 0.07625 -2.14402 1.60152
```

* lowest unoccupied orbital energy: 0.1391 hartree
* E_tot: -383.48795 hartree
* frontier orbital gap: 7.25 eV
* net charge: -1

---

# 4
C36H55N11O4PTeY as an isolated structure, computed with ωB97M-V/def2-TZVPD.

Structure (XYZ):
```
109
C36H55N11O4PTeY (ωB97M-V/def2-TZVPD)
Y 0.11109 -0.74878 0.12011
C -0.30017 -4.29953 -2.72655
C -0.46365 -3.19171 -1.73317
N 0.47209 -2.70572 -1.01075
C 1.80065 -3.28920 -0.82985
C 2.86531 -2.20925 -0.55970
N 2.47171 -1.15760 0.41842
C 2.65758 -1.44576 1.86204
C 2.00140 -0.37877 2.75915
N 0.57614 -0.16212 2.43094
C 0.01309 1.18315 2.67310
C -1.42897 1.33654 2.13092
N -1.65462 0.62299 0.86219
C -2.80003 0.47889 0.31655
C -4.05686 1.14218 0.77325
C -2.91199 -0.57324 -0.77722
C -4.10050 -0.93428 -1.38447
C -4.09779 -2.05260 -2.21807
C -2.95736 -2.81853 -2.37588
C -1.79153 -2.41427 -1.72520
N -1.80322 -1.28349 -1.02542
H 0.20861 -5.14955 -2.27501
H 0.31081 -3.93588 -3.55820
H -1.24456 -4.65660 -3.11883
H 2.12737 -3.86406 -1.69967
H 1.72224 -3.98686 0.01145
H 3.06009 -1.68166 -1.49360
H 3.79337 -2.70287 -0.25813
H 2.97913 -0.31424 0.17577
H 3.72054 -1.51289 2.11348
H 2.20747 -2.41854 2.06608
H 2.51853 0.57730 2.67380
H 2.12205 -0.70450 3.79538
H 0.00172 -0.86100 2.89746
H 0.66672 1.90093 2.18442
H -0.00927 1.42957 3.73894
H -1.63956 2.40380 2.02770
H -2.13682 0.93444 2.86040
H -3.85458 1.97348 1.44252
H -4.68249 0.41404 1.29702
H -4.63167 1.51511 -0.07432
H -5.01501 -0.38701 -1.20889
H -5.01414 -2.35345 -2.70806
H -2.99898 -3.72867 -2.95286
C 3.28543 2.52225 0.70006
C 1.98898 2.72336 -0.00720
N 1.04485 1.81828 -0.21762
C 0.05338 2.47906 -0.92500
C 0.39437 3.77407 -1.11696
N 1.63155 3.91916 -0.53212
C 2.35601 5.19083 -0.46846
N 1.56448 6.19600 0.15719
N 0.68902 6.90984 -0.60895
N -0.07402 7.58962 0.14357
C 0.26489 7.33876 1.46207
C -0.26844 7.85176 2.64843
C 0.28078 7.39968 3.82432
C 1.34025 6.46601 3.83303
C 1.87851 5.95931 2.67192
C 1.31046 6.42316 1.48142
H 3.38436 1.48932 1.01651
H 3.35636 3.14248 1.59607
H 4.13748 2.75835 0.06143
H -0.83131 1.97889 -1.27820
H -0.10381 4.59817 -1.59879
H 2.58746 5.52708 -1.47687
H 3.27945 5.04174 0.08562
H -1.07133 8.57531 2.63133
H -0.09192 7.77045 4.76905
H 1.74779 6.15425 4.78572
H 2.71021 5.26665 2.69000
O 0.75500 -0.15372 -2.21258
C 0.87467 0.38263 -3.31391
C 2.07785 0.16546 -4.17569
C 1.69399 -1.02657 -5.08652
C 0.34765 -0.92330 -5.82800
C -0.91130 -1.04706 -4.94949
C -1.33527 0.24462 -4.23691
N -0.14918 1.06547 -3.91368
H 2.95717 -0.06658 -3.57741
H 2.28526 1.04797 -4.78448
H 1.68220 -1.93305 -4.47157
H 2.49358 -1.15824 -5.81535
H 0.32841 -1.73711 -6.55390
H 0.31273 -0.00846 -6.42982
H -0.72997 -1.82849 -4.20742
H -1.74852 -1.39898 -5.55509
H -1.89769 0.03755 -3.32831
H -1.96655 0.86018 -4.87554
H 0.17811 1.53117 -4.74936
C 2.17747 -5.02166 3.26977
C 0.70103 -5.07208 2.97248
O 0.31926 -3.80713 2.37016
P -1.21508 -3.55192 1.95298
O -1.18900 -2.09409 1.50714
Te -2.00595 -5.16137 0.44183
O -1.93875 -3.62625 3.35776
C -3.30151 -4.05683 3.59202
C -4.27965 -2.98013 3.19130
H 2.48945 -5.94144 3.76380
H 2.41383 -4.19095 3.93658
H 2.76385 -4.92374 2.35389
H 0.11181 -5.20941 3.87945
H 0.45067 -5.86949 2.27025
H -3.33817 -4.27199 4.65718
H -3.46841 -4.98078 3.03740
H -4.09922 -2.06137 3.75047
H -5.29866 -3.31124 3.39451
H -4.20028 -2.77524 2.12124
```

* lowest unoccupied orbital energy: -0.2017 hartree
* E_tot: -2955.63367 hartree
* frontier orbital gap: 6.22 eV
* net charge: +2

---

> E_tot of number 1 (C10H8O2PS2)?

-1674.15249 hartree

---

> Which value of frontier orbital gap does entry 1 give?

8.03 eV

---

> What is the frontier orbital gap in the second record?

9.42 eV